Record 1
{"formula": "C16H38GeN3O2PtSSi3", "method": "wB97M-V/def2-TZVPD", "s2": 8.774, "lumo_ev": [-11.09, -14.88], "total_charge": 4, "total_energy_ha": -4408.5647, "multiplicity": 6, "species": ["Pt", "C", "O", "C", "O", "N", "N", "H", "H", "H", "H", "H", "H", "C", "Si", "C", "C", "Ge", "Si", "C", "C", "C", "Si", "C", "C", "C", "H", "H", "H", "H", "H", "H", "H", "H", "H", "H", "H", "H", "H", "H", "H", "H", "H", "H", "H", "H", "H", "H", "H", "H", "H", "H", "H", "S", "C", "N", "C", "C", "C", "C", "H", "H", "H", "H", "H"], "positions_angstrom": [[-1.2603, 0.1062, -0.4111], [-2.2721, 1.2403, 4.5469], [-2.7418, 1.9355, 3.3641], [-2.3004, 1.6230, 2.1870], [-1.4554, 0.7578, 1.9197], [-2.8689, 2.3868, 1.2213], [-2.4683, 2.2509, -0.1064], [-2.1972, 1.9896, 5.3277], [-1.3107, 0.7719, 4.3575], [-3.0100, 0.4964, 4.8367], [-3.5959, 3.0429, 1.4755], [-1.8288, 2.9986, -0.3599], [-3.2814, 2.3111, -0.7126], [1.9469, 2.4441, 2.6510], [2.3672, 2.8608, 0.8853], [4.0680, 2.4797, 0.2205], [1.4112, 4.2331, 0.0555], [1.2168, 0.5546, -0.3661], [1.9395, -1.8659, 0.9815], [1.1039, -2.9843, -0.2717], [3.7960, -1.7394, 0.9487], [0.9632, -1.5874, 2.5465], [1.9014, 0.3960, -3.2114], [0.8074, -1.0819, -3.5682], [1.1610, 2.0579, -3.6262], [3.7400, 0.1366, -3.2541], [2.0739, 3.3392, 3.2701], [2.6018, 1.6711, 3.0556], [0.9105, 2.1161, 2.7574], [4.8018, 3.0750, 0.7773], [4.1671, 2.7521, -0.8314], [4.3415, 1.4298, 0.3402], [2.1029, 5.0321, -0.2292], [0.6724, 4.6709, 0.7288], [0.9070, 3.9055, -0.8564], [1.7482, -3.1815, -1.1291], [0.1635, -2.5529, -0.6300], [0.8745, -3.9510, 0.1871], [4.1863, -1.5645, -0.0550], [4.2195, -2.6889, 1.2983], [4.1698, -0.9610, 1.6156], [0.0521, -1.0145, 2.3641], [1.5527, -1.0640, 3.3010], [0.6771, -2.5538, 2.9737], [-0.0693, -1.0929, -2.9225], [1.3462, -2.0228, -3.4536], [0.4596, -1.0332, -4.6052], [0.1667, 2.1882, -3.1965], [1.0591, 2.1316, -4.7152], [1.7993, 2.8857, -3.3131], [4.0312, -0.8520, -2.8975], [4.2947, 0.8922, -2.6964], [4.0678, 0.2104, -4.2989], [-3.0208, -0.7823, -1.7191], [-3.7336, -2.2428, -1.1058], [-4.5139, -2.9517, -1.9634], [-5.2129, -4.0300, -1.5894], [-5.1791, -4.4543, -0.2721], [-4.3858, -3.7661, 0.6375], [-3.6424, -2.6675, 0.2153], [-4.5837, -2.6495, -2.9325], [-5.7994, -4.5325, -2.3484], [-5.7727, -5.3065, 0.0308], [-4.3563, -4.0812, 1.6728], [-3.0085, -2.1175, 0.8975]], "lowdin_charge": [0.512, 0.042, 0.044, -0.571, -0.103, 0.051, 0.017, 0.116, 0.087, 0.113, 0.189, 0.112, 0.120, -0.170, 0.634, -0.183, -0.172, 0.711, 0.622, -0.188, -0.173, -0.176, 0.644, -0.190, -0.186, -0.163, 0.071, 0.048, 0.021, 0.075, 0.044, 0.025, 0.068, 0.051, 0.017, 0.045, -0.008, 0.064, 0.038, 0.072, 0.045, -0.005, 0.052, 0.065, -0.035, 0.045, 0.066, 0.026, 0.070, 0.045, 0.046, 0.036, 0.074, 0.765, -0.613, 0.096, 0.043, 0.050, 0.039, -0.034, 0.180, 0.170, 0.150, 0.146, 0.105]}

=====

Record 2
{"formula": "C14H19BClF3N3O7", "method": "wB97M-V/def2-TZVPD", "lumo_ev": 2.51, "total_charge": -1, "total_energy_ha": -2020.6014, "species": ["C", "C", "C", "Cl", "C", "C", "O", "N", "O", "C", "O", "O", "N", "C", "C", "O", "C", "F", "F", "F", "B", "O", "O", "H", "H", "H", "H", "H", "H", "H", "H", "H", "H", "H", "H", "H", "H", "N", "C", "C", "C", "C", "C", "H", "H", "H", "H", "H"], "positions_angstrom": [[3.9582, 0.8129, 1.2360], [2.5257, 1.1821, 0.7500], [1.4661, 0.6531, 1.7082], [1.5736, -1.1449, 1.6371], [-0.0048, 1.1374, 1.4644], [0.0037, 2.6286, 1.1683], [0.5634, 3.2844, 2.3302], [0.3703, 4.7003, 2.1744], [-0.4437, 5.1047, 2.8913], [-0.7789, 0.9671, 2.8363], [-0.3545, 0.1172, 3.6233], [-1.7965, 1.6715, 2.9469], [-0.6437, 0.3592, 0.3919], [-1.6572, -0.6216, 0.7869], [-3.1040, -0.1072, 1.0386], [-3.5847, -0.5550, 2.2819], [-4.1211, -0.5800, -0.0105], [-4.3114, 0.3347, -0.9781], [-3.7877, -1.7396, -0.6110], [-5.3388, -0.7860, 0.5374], [-0.6192, 0.7565, -0.9609], [0.4323, 1.4603, -1.5496], [-1.6764, 0.3839, -1.7949], [4.5512, 1.7156, 1.3696], [3.9145, 0.3421, 2.2165], [4.4563, 0.1226, 0.5639], [2.4989, 2.2644, 0.6981], [2.4069, 0.7440, -0.2353], [1.7642, 0.9196, 2.7151], [-1.0229, 2.9553, 1.0172], [0.6527, 2.8789, 0.3339], [-1.6905, -1.3866, 0.0137], [-1.3448, -1.1506, 1.6810], [-3.1057, 0.9810, 1.0166], [-3.0348, -0.1126, 2.9503], [0.0648, 2.1880, -2.0591], [-1.5133, -0.4731, -2.2098], [-0.1342, -2.1030, -2.6177], [0.7861, -2.5020, -1.7411], [1.9256, -3.2056, -2.1013], [2.1158, -3.5140, -3.4377], [1.1647, -3.1047, -4.3600], [0.0636, -2.4012, -3.9001], [0.6009, -2.2381, -0.7046], [2.6426, -3.4993, -1.3476], [2.9928, -4.0626, -3.7575], [1.2741, -3.3220, -5.4138], [-0.7003, -2.0556, -4.5883]], "lowdin_charge": [-0.117, -0.267, -0.548, 0.701, -0.316, -0.145, -0.116, -0.026, 0.095, -0.690, -0.017, -0.016, 0.098, -0.079, -0.233, -0.006, -0.555, 0.126, 0.123, 0.123, -0.795, 0.136, 0.122, 0.060, 0.053, 0.058, 0.099, 0.092, 0.104, 0.132, 0.100, 0.112, 0.119, 0.152, 0.087, 0.103, 0.065, 0.068, -0.121, -0.057, -0.084, -0.079, -0.140, 0.069, 0.104, 0.101, 0.096, 0.107]}

=====

Record 3
{"formula": "C2H11N3O2", "method": "wB97M-V/def2-TZVPD", "smiles": "[H]/N=C(\\N)NC.O.O", "lumo_ev": 0.44, "total_charge": 0, "total_energy_ha": -397.4853, "species": ["H", "N", "C", "N", "N", "C", "H", "H", "H", "H", "H", "H", "O", "H", "H", "O", "H", "H"], "positions_angstrom": [[1.6789, 2.1973, -0.3423], [1.7436, 1.1488, -0.5492], [0.8680, 0.6961, -1.4407], [-0.0851, 1.6448, -1.9838], [0.5950, -0.5840, -1.6139], [1.2727, -1.6557, -0.7759], [0.0877, 2.5950, -1.6909], [-1.0265, 1.4276, -1.6480], [-0.2126, -0.6393, -2.1473], [0.4829, -2.2911, -0.5351], [2.0234, -2.3240, -1.3852], [1.6071, -0.9631, 0.1346], [1.5860, -1.4944, 5.7696], [1.9149, -1.2353, 4.7835], [0.6053, -1.3285, 5.5785], [-4.2213, 0.8174, -0.3833], [-4.2174, 1.7036, -0.7291], [-4.7025, 0.2848, -1.0416]], "lowdin_charge": [0.048, 0.038, -0.572, 0.072, -0.020, -0.044, 0.064, 0.074, 0.095, 0.029, 0.109, 0.107, -0.159, 0.107, 0.052, -0.062, 0.018, 0.045]}

=====

Record 4
{"formula": "C8H8CoNO6", "method": "wB97M-V/def2-TZVPD", "s2": 3.775, "lumo_ev": [-4.34, -6.03], "total_charge": 1, "total_energy_ha": -2198.1916, "multiplicity": 4, "species": ["O", "C", "Co", "C", "O", "C", "O", "C", "O", "C", "O", "H", "C", "N", "C", "C", "O", "H", "H", "H", "H", "H", "H", "H"], "positions_angstrom": [[2.3519, -2.4864, -3.2372], [1.5401, -1.9791, -2.5817], [-2.7399, 0.1654, -1.1358], [-2.2585, 0.5713, 0.4282], [-2.1465, 0.9275, 1.5115], [-4.5952, 1.0166, -0.6771], [-5.6824, 1.3576, -0.7281], [-2.7830, -1.5903, -0.5409], [-3.0473, -2.6450, -0.2127], [-1.5875, 1.4102, -1.7292], [-1.0112, 2.3038, -2.1583], [-0.0407, -0.9117, -1.4112], [1.2966, -0.5950, 2.0591], [1.6727, 0.2908, 0.9324], [2.9878, 0.9973, 1.0309], [1.0893, 0.0989, -0.2272], [0.0541, -0.7817, -0.3444], [1.9715, -0.3825, 2.9096], [1.3822, -1.6491, 1.7256], [0.2327, -0.3803, 2.3061], [3.7315, 0.6297, 0.3003], [2.8656, 2.0740, 0.8585], [3.4132, 0.8612, 2.0318], [1.3030, 0.6968, -1.1102]], "lowdin_charge": [0.067, 0.083, 0.257, -0.263, 0.221, 0.075, 0.213, -0.036, 0.237, -0.087, 0.198, 0.089, -0.022, -0.207, -0.026, -0.307, -0.150, 0.096, 0.098, 0.082, 0.093, 0.088, 0.084, 0.116]}

=====

Record 5
{"formula": "C7H8IO2", "method": "wB97M-V/def2-TZVPD", "lumo_ev": [3.10, 3.10], "total_charge": -1, "total_energy_ha": -719.5861, "species": ["C", "C", "C", "C", "C", "C", "C", "O", "O", "I", "H", "H", "H", "H", "H", "H", "H", "H"], "positions_angstrom": [[3.2643, 0.4828, 0.2125], [2.4970, 1.5999, 0.3828], [1.5845, -0.5387, -1.3016], [1.0070, 1.3803, 0.0270], [0.5290, -0.0026, -0.3014], [-0.8351, 0.0655, -1.0292], [0.5406, -1.1004, 0.7237], [2.7787, 2.6364, 0.9931], [1.4694, -1.1505, -2.3514], [5.1681, 0.6558, -0.5165], [0.3357, 1.8269, 0.9460], [0.7261, 2.1383, -0.8531], [-1.5075, 0.3315, -0.3123], [-1.1762, -1.0063, -1.3689], [-1.0200, 0.8716, -1.7670], [1.3795, -1.1973, 1.3429], [0.2118, -2.0521, 0.4442], [-0.1880, -0.8207, 1.4027]], "lowdin_charge": [-0.620, -0.760, -0.135, -0.130, -0.570, -0.064, -0.051, -0.092, 0.030, 0.643, 0.166, 0.154, 0.022, 0.120, 0.087, 0.067, 0.073, 0.060]}

=====

Record 6
{"formula": "C6H18ClO6Zn2", "method": "wB97M-V/def2-TZVPD", "lumo_ev": -15.18, "total_charge": 3, "total_energy_ha": -4708.2587, "species": ["Zn", "Zn", "Cl", "C", "C", "O", "O", "H", "H", "H", "H", "H", "H", "C", "C", "O", "O", "H", "H", "H", "H", "H", "H", "C", "C", "O", "O", "H", "H", "H", "H", "H", "H"], "positions_angstrom": [[-11.9712, -20.1312, -3.7300], [-14.5303, -14.3424, -2.0014], [-13.7730, -17.3396, -3.1863], [-13.4275, -11.1475, -3.1550], [-13.8244, -11.7344, -4.5013], [-13.7466, -13.1238, -4.4533], [-14.2386, -11.6461, -2.1635], [-13.3913, -10.0614, -3.2394], [-12.4082, -11.5074, -3.0149], [-13.2939, -11.2850, -5.3408], [-14.8719, -11.5712, -4.7546], [-13.7837, -13.5140, -5.3296], [-14.1338, -10.9360, -1.5260], [-8.6118, -13.5359, 0.0344], [-10.1789, -13.7479, 0.1634], [-10.8105, -14.2068, -1.0540], [-8.0172, -14.7164, -0.4490], [-8.3020, -13.1866, 1.0193], [-8.2782, -12.7103, -0.5944], [-10.5832, -12.8007, 0.5204], [-10.4307, -14.4880, 0.9229], [-10.2453, -14.8316, -1.5143], [-7.0699, -14.6097, -0.5619], [-10.9036, -20.1166, 2.1905], [-11.8124, -19.8613, 0.8828], [-11.5250, -20.7002, -0.2588], [-11.0659, -21.3512, 2.8562], [-11.1696, -19.3454, 2.9135], [-9.8458, -20.1611, 1.9315], [-11.7204, -18.8322, 0.5355], [-12.8527, -19.8460, 1.2080], [-11.4104, -21.5977, 0.0622], [-11.9956, -21.5212, 3.0251]], "lowdin_charge": [1.204, 1.340, -0.349, -0.235, -0.222, -0.086, -0.059, 0.159, 0.135, 0.151, 0.136, 0.122, 0.128, -0.207, -0.182, -0.103, -0.035, 0.130, 0.127, 0.117, 0.113, 0.075, 0.109, -0.144, -0.151, -0.057, 0.034, 0.147, 0.138, 0.115, 0.127, 0.106, 0.117]}